Here is a molecular structure, C31H25Cl2MnN4O2 from the Open Molecules 2025 dataset. Energies are from the ωB97M-V functional and the def2-TZVPD basis.

Geometry as XYZ:
```
65
Properties=species:S:1:pos:R:3:forces:R:3
Mn -0.058 -0.207 0.073 0.10 -1.78 0.48
C 2.551 -2.232 -1.155 0.10 0.18 0.13
C 2.935 -0.834 -0.767 -0.24 -0.79 -0.24
C 4.282 -0.485 -0.702 0.16 0.25 0.03
C 4.644 0.821 -0.452 0.11 -0.24 -0.06
C 3.646 1.770 -0.280 -0.16 0.21 0.01
C 2.333 1.366 -0.330 0.00 0.47 0.12
N 1.975 0.075 -0.540 -0.56 0.08 0.32
C 1.200 2.308 -0.179 0.88 -0.16 -0.10
C 1.309 3.684 -0.198 0.04 0.02 0.01
C 0.157 4.444 -0.071 -0.01 0.00 0.00
C -1.069 3.812 0.057 -0.01 -0.06 -0.02
C -1.110 2.430 0.051 -0.87 0.00 0.09
N 0.010 1.707 -0.056 0.02 0.45 -0.04
C -2.345 1.619 0.170 0.00 0.50 -0.03
C -3.590 2.197 0.284 0.23 0.14 -0.04
C -4.697 1.381 0.444 -0.20 -0.20 0.05
C -4.514 0.016 0.474 0.00 0.25 -0.02
C -3.236 -0.515 0.326 0.04 -0.83 0.05
C -3.038 -1.999 0.360 -0.06 0.11 0.01
N -2.164 0.274 0.168 0.77 0.19 0.11
H 3.278 -2.629 -1.863 -0.03 0.03 0.02
H 1.566 -2.252 -1.607 -0.06 -0.10 -0.08
H 2.545 -2.896 -0.288 0.00 -0.06 0.05
H 5.032 -1.249 -0.863 -0.09 0.02 -0.04
H 5.687 1.108 -0.421 -0.02 -0.01 0.05
H 3.903 2.806 -0.105 -0.04 -0.08 -0.01
H 2.271 4.161 -0.323 -0.04 -0.04 0.02
H 0.211 5.524 -0.080 0.01 -0.02 0.00
H -1.974 4.393 0.155 0.01 -0.02 -0.01
H -3.709 3.271 0.252 0.04 -0.05 0.03
H -5.686 1.809 0.553 0.04 -0.01 -0.03
H -5.350 -0.655 0.613 0.03 -0.03 -0.03
H -3.995 -2.514 0.317 0.07 0.03 -0.01
H -2.536 -2.289 1.287 -0.02 -0.03 -0.05
H -2.426 -2.315 -0.481 0.03 -0.14 -0.06
Cl -1.477 -7.367 1.257 -0.06 0.01 0.10
C -1.722 -6.855 -0.369 0.00 0.56 -0.30
C -2.588 -7.564 -1.177 -0.04 -0.13 -0.20
C -2.829 -7.139 -2.475 -0.02 0.02 -0.09
C -2.214 -6.000 -2.980 -0.24 -0.18 -0.15
C -1.365 -5.282 -2.168 0.10 -0.64 0.64
Cl -0.528 -3.907 -2.797 0.03 0.40 -0.15
C -1.100 -5.687 -0.849 -0.08 0.16 0.05
N -0.300 -4.888 -0.029 -1.60 1.44 -0.27
C 0.785 -5.316 0.660 1.79 -0.59 0.50
C 1.452 -6.495 0.237 -0.54 0.99 0.13
C 2.659 -6.832 0.785 0.44 0.30 0.57
C 3.211 -6.021 1.781 0.02 0.17 0.14
C 2.529 -4.891 2.243 0.79 -0.74 0.02
C 1.311 -4.519 1.719 -0.53 -0.68 -1.09
C 0.556 -3.380 2.358 -0.06 0.05 -0.42
C 0.337 -2.125 1.543 0.33 -1.25 1.61
O 0.461 -1.006 2.073 -0.19 1.16 -0.85
O -0.028 -2.196 0.312 -0.13 1.92 -0.94
H -3.082 -8.442 -0.782 0.04 0.00 -0.03
H -3.501 -7.706 -3.106 0.02 0.02 0.02
H -2.379 -5.685 -4.001 -0.02 -0.01 0.03
H -0.369 -3.859 -0.125 -0.13 -1.45 -0.21
H 1.020 -7.081 -0.566 0.02 0.05 0.06
H 3.193 -7.703 0.429 0.00 -0.02 0.08
H 4.170 -6.278 2.214 -0.07 0.02 0.01
H 2.948 -4.311 3.056 0.08 -0.02 0.02
H 1.075 -3.082 3.265 -0.03 0.15 0.07
H -0.439 -3.721 2.663 -0.16 0.00 -0.07
```
Forces are in eV/Å.

## Properties
frontier orbital gap (alpha / beta)	2.87 / 3.86	eV
E_LUMO (alpha / beta)	-8.90 / -7.91	eV
spin multiplicity	5
E	-98962.365	eV
net charge	+2
<S²>	6.07

natural (NBO) population analysis, charges in e, atoms 1 to 2:
1 Mn 1.735
2 C -0.658